# 1
Here is C30H35AsHfN4O4Si2 as an isolated structure at a distorted geometry from the Open Molecules 2025 dataset. Energies are from ωB97M-V with the def2-TZVPD basis set.

Summary:
2S+1: 1
Charge: -2
LUMO, eV: 4.46
ΔE to the lowest compared entry with this formula, charge and spin, kJ/mol: 0.0
DFT total energy, eV: -123729.0508

Each line ends with the Mulliken charge.
Positions of all 77 atoms, in Å:
Hf  15.56725  0.07537  14.65899  -1.020
O  19.38748  1.89575  18.82559  -0.563
C  19.98315  1.97429  17.64878  0.364
O  21.06807  2.60082  17.49065  -0.692
C  19.32262  1.50138  16.38046  -0.084
C  19.79044  1.65603  15.07525  -0.621
N  18.80695  1.32707  14.18412  -0.411
N  17.71382  0.77095  14.87877  0.702
C  18.04334  0.86046  16.17494  0.302
C  17.05417  0.44571  17.12929  0.744
O  17.19391  0.67577  18.34153  -0.908
O  15.94764  0.07847  16.62260  -0.244
H  18.54330  1.28244  18.79682  0.458
H  20.74252  2.10480  14.80934  0.512
H  18.92707  0.88628  13.25174  0.225
C  10.09743  -2.17609  14.58574  -0.272
C  10.82070  -2.39794  15.71901  -0.710
C  12.17459  -2.00814  15.84253  -0.318
C  12.78411  -1.60567  14.65151  -0.313
C  11.95904  -1.27959  13.52649  -0.146
C  10.66361  -1.66528  13.45180  -0.672
N  14.17902  -1.51817  14.48046  0.738
N  15.06171  -2.07208  15.37314  -0.745
C  16.02004  -2.87354  14.82089  0.605
C  16.67601  -3.81475  15.67982  -0.849
C  18.01447  -4.11541  15.43970  -0.637
C  18.67124  -3.70974  14.28344  -0.841
C  18.04014  -2.95347  13.34266  -0.997
C  16.74272  -2.38409  13.63940  0.503
H  9.06109  -2.51653  14.52633  0.303
H  10.30730  -2.90606  16.47276  0.415
H  12.73178  -2.20302  16.73831  0.471
H  12.39837  -0.78604  12.59939  0.349
H  10.11273  -1.64834  12.52976  0.386
H  16.05472  -4.32233  16.39365  0.414
H  18.54846  -4.70970  16.16640  0.333
H  19.67848  -3.93732  14.13131  0.431
H  18.51348  -2.60801  12.45993  0.454
C  16.35516  -1.17977  13.08592  0.574
C  16.50586  -0.79751  11.72772  0.672
C  16.59569  0.55173  11.28735  0.013
C  16.72890  0.85304  9.92915  -0.898
C  16.57302  -0.16659  8.97482  -0.361
C  16.30182  -1.45197  9.36982  -0.630
C  16.31332  -1.75866  10.68704  -0.406
H  16.79665  1.35833  12.00178  0.367
H  16.91204  1.87586  9.60346  0.350
H  16.66516  0.11179  7.90143  0.261
H  16.19382  -2.30141  8.65540  0.279
H  16.18007  -2.84309  10.94653  0.183
C  13.30648  2.67916  11.27151  -0.982
Si  12.97431  3.30795  13.05190  0.546
C  11.26558  2.71282  13.43333  -1.145
C  12.95080  5.27604  12.84682  -1.208
As  14.74157  2.74011  14.69156  -0.124
Si  14.05983  3.05647  16.95299  0.722
C  15.51505  3.58003  18.13305  -0.910
C  13.38376  1.45308  17.82341  -0.995
C  12.61391  4.23067  16.62006  -0.991
H  12.62449  3.25884  10.57026  0.329
H  13.14366  1.59484  11.20008  0.252
H  14.30852  2.97454  10.94628  0.220
H  11.10206  1.71309  13.02563  0.262
H  10.63559  3.38014  12.84782  0.330
H  10.89852  2.71129  14.43436  0.421
H  13.76705  5.85865  13.28633  0.352
H  12.08111  5.60551  13.50931  0.268
H  12.75388  5.63977  11.83010  0.369
H  15.68492  4.65753  18.10074  0.403
H  16.47987  3.03245  17.94698  0.109
H  15.15301  3.33796  19.14183  0.260
H  14.26161  0.94109  18.15866  0.176
H  12.73931  0.90172  17.12509  0.155
H  12.78078  1.53488  18.74056  0.482
H  12.91183  5.24999  16.44126  0.281
H  11.97579  4.08320  17.58514  0.234
H  11.93543  3.92325  15.81233  0.117

Cartesian forces (eV/Å) of the 3 atoms listed first:
Hf -2.1 -2.4 -2.5
O -0.1 -0.9 -0.6
C 2.4 2.2 -1.2

# 2
Here is C30H35ClN2O5PPdS as an isolated structure at a distorted geometry from the Open Molecules 2025 dataset. Energies are from ωB97M-V with the def2-TZVPD basis set.

Summary:
2S+1: 1
Charge: -1
LUMO, eV: 2.56
ΔE to the lowest compared entry with this formula, charge and spin, kJ/mol: 49.8
DFT total energy, eV: -81025.1937

Each line ends with the Mulliken charge.
Positions of all 76 atoms, in Å:
Pd  -0.00539  -0.63448  -0.42936  -0.315
Cl  -1.86554  2.05550  0.45493  -0.141
C  -3.36293  1.32145  -0.02282  0.653
C  -4.41900  2.18129  -0.29746  -0.735
C  -5.66160  1.67062  -0.64046  -0.406
C  -5.83484  0.29365  -0.69723  -0.914
C  -4.76304  -0.54460  -0.42466  0.009
C  -3.49832  -0.05718  -0.09475  -0.507
P  -2.03683  -1.15166  0.24751  1.892
C  -2.77537  -2.80670  -0.09069  0.017
C  -2.96898  -3.15661  -1.42932  -0.364
C  -3.40647  -4.42079  -1.78264  -0.715
C  -3.63935  -5.37618  -0.79795  -0.468
C  -3.43805  -5.04538  0.53194  -0.704
C  -3.01460  -3.76722  0.88545  -0.245
C  -2.08649  -1.13072  2.09801  -0.258
C  -3.23147  -0.87158  2.84692  0.120
C  -3.19879  -0.90020  4.23457  -0.744
C  -2.01344  -1.20052  4.89291  -0.452
C  -0.86568  -1.45756  4.15607  -0.684
C  -0.89824  -1.41438  2.76898  -0.176
H  -4.24990  3.24677  -0.23065  0.454
H  -6.48170  2.34460  -0.85258  0.357
H  -6.79826  -0.13118  -0.94765  0.393
H  -4.91969  -1.61708  -0.47509  0.310
H  -2.74655  -2.43018  -2.20354  0.453
H  -3.54496  -4.66838  -2.82736  0.381
H  -3.96696  -6.37086  -1.07129  0.355
H  -3.60853  -5.78298  1.30621  0.373
H  -2.85935  -3.52963  1.92931  0.319
H  -4.16445  -0.63935  2.34637  0.385
H  -4.09624  -0.68549  4.80071  0.398
H  -1.98266  -1.22448  5.97538  0.366
H  0.06911  -1.67812  4.65560  0.441
H  0.01405  -1.57550  2.19828  0.208
C  0.48071  1.41846  -2.75341  -0.799
S  1.79753  1.27306  -1.59042  1.001
O  2.81550  2.18990  -2.07180  -0.729
O  2.22772  -0.14658  -1.61107  -0.448
O  1.25397  1.59909  -0.26732  -0.634
H  0.89758  1.19487  -3.73270  0.298
H  0.13710  2.45047  -2.71761  0.309
H  -0.33539  0.73178  -2.51360  0.119
C  5.30487  -0.93746  -1.31778  -1.151
C  5.21498  -1.90954  -0.14879  -0.428
N  5.63032  -3.26884  -0.49720  0.268
C  7.05647  -3.48402  -0.71127  -0.830
C  7.41084  -3.77076  -2.16174  -1.129
C  4.84394  -4.36970  -0.54673  0.153
O  5.33365  -5.48754  -0.68201  -0.693
C  3.34810  -4.25363  -0.43205  0.914
C  2.65958  -5.28753  0.18837  -0.617
C  1.27732  -5.26010  0.20100  -0.751
C  0.62481  -4.20714  -0.42751  0.204
N  1.26940  -3.21179  -1.02974  -0.188
C  2.59945  -3.24483  -1.02491  -0.754
H  4.74837  -0.02596  -1.10708  0.273
H  4.87084  -1.36771  -2.21986  0.377
H  6.34133  -0.67106  -1.54066  0.387
H  4.21223  -1.92791  0.27143  0.238
H  5.87857  -1.57777  0.65654  0.363
H  7.38965  -4.30574  -0.07358  0.418
H  7.55866  -2.57301  -0.38056  0.424
H  6.93915  -4.69285  -2.49651  0.307
H  8.49230  -3.87600  -2.26487  0.383
H  7.08106  -2.95499  -2.80530  0.279
H  3.21982  -6.09933  0.63408  0.467
H  0.70436  -6.04442  0.67750  0.455
H  -0.46079  -4.15643  -0.44448  0.039
H  3.07180  -2.41913  -1.54330  0.804
C  2.98075  0.04053  1.99900  -0.739
O  2.41514  -1.10432  1.38917  -0.529
H  2.21058  0.73847  2.33705  0.237
H  3.64119  0.58014  1.31477  0.290
H  3.55863  -0.30389  2.85802  0.316
H  2.05738  -0.80916  0.53517  0.042

Cartesian forces (eV/Å) of the 3 atoms listed first:
Pd -1.1 -0.5 -0.1
Cl 0.0 0.0 0.0
C 0.0 0.5 0.1

# 3
Here is C30H35ClN7O3S6Sn as an isolated structure at a distorted geometry from the Open Molecules 2025 dataset. Energies are from ωB97M-V with the def2-TZVPD basis set.

Summary:
2S+1: 1
Charge: -1
LUMO, eV: 2.16
ΔE to the lowest compared entry with this formula, charge and spin, kJ/mol: 83.3
DFT total energy, eV: -131614.8614

Each line ends with the Mulliken charge.
Positions of all 83 atoms, in Å:
Sn  0.26278  -0.41932  0.51415  0.845
S  2.98541  -0.06374  0.68008  -0.640
C  3.12578  1.47733  1.44384  0.332
C  4.41320  2.01838  1.59124  -0.849
C  4.65774  3.19611  2.28069  0.420
C  5.99366  3.67606  2.40446  -0.087
N  7.07731  4.05528  2.48566  -0.579
C  3.57942  3.89998  2.85031  0.457
C  2.29463  3.39965  2.66850  -1.062
C  2.03966  2.22351  1.96628  0.585
S  0.34664  1.78120  1.81088  -0.480
C  3.77525  5.08839  3.60618  -0.105
N  3.90022  6.05074  4.22631  -0.591
H  5.24735  1.47691  1.16627  0.504
H  1.45330  3.93014  3.09466  0.478
N  -2.73706  3.04390  -0.26901  -0.779
N  -3.84828  2.71476  0.51265  -0.009
C  -4.01142  1.58914  1.21907  0.578
N  -5.19842  1.41714  1.82683  -0.343
N  -2.99197  0.73808  1.26124  -0.209
N  -3.15216  -0.46237  1.82076  0.981
O  -4.24752  -0.83152  2.28451  -0.832
O  -2.19288  -1.22760  1.82375  -0.531
H  -2.38806  2.18048  -0.68079  0.164
H  -1.97816  3.34134  0.34174  0.331
H  -4.58275  3.39749  0.50648  0.162
H  -5.96188  2.04627  1.66146  0.160
H  -5.34347  0.50441  2.23578  0.248
C  -0.99754  -4.87950  -1.82380  -0.582
C  0.45713  -4.61621  -2.19139  -0.969
S  1.11604  -3.06114  -1.48799  0.181
C  2.41273  -3.65482  -0.36171  -0.672
C  1.92774  -4.43787  0.85209  -0.623
S  1.05368  -3.39809  2.07387  0.014
C  -0.61473  -4.12043  2.15376  -0.723
C  -1.44345  -4.06808  0.87758  0.335
S  -1.23207  -5.56480  -0.15446  -0.225
H  -1.41213  -5.63775  -2.49031  0.436
H  -1.59732  -3.97208  -1.90102  0.196
H  0.53972  -4.50889  -3.27527  0.476
H  1.09900  -5.43420  -1.86418  0.434
H  2.92578  -2.74373  -0.04850  0.079
H  3.10716  -4.26280  -0.94655  0.507
H  2.79373  -4.86121  1.36594  0.506
H  1.25746  -5.24550  0.56857  0.179
H  -1.09772  -3.49887  2.90845  0.299
H  -0.52936  -5.14122  2.53035  0.473
H  -1.19362  -3.19578  0.27761  -0.655
H  -2.50079  -4.01043  1.13467  0.572
Cl  -2.88117  -0.92445  -1.36961  -0.291
C  -1.26360  -0.10942  -1.47761  -0.808
H  -1.49785  0.89312  -1.85801  0.314
H  -0.76604  -0.64545  -2.29223  0.233
O  1.32752  1.14272  -1.47745  -0.349
S  1.03049  2.34438  -2.28404  0.323
C  0.58803  1.77361  -3.99203  -1.053
C  1.60555  0.88886  -4.63726  0.086
C  1.99490  -0.30718  -4.03532  0.558
C  2.96511  -1.10249  -4.62509  -0.711
C  3.54320  -0.72747  -5.82940  -0.433
C  3.14026  0.44659  -6.44961  -0.697
C  2.18035  1.25070  -5.85405  -0.460
C  2.68728  3.05291  -2.68632  -1.263
C  2.53708  4.28895  -3.51574  0.392
C  3.12697  4.39442  -4.77189  -0.306
C  2.95640  5.53909  -5.53682  -0.650
C  2.19766  6.59522  -5.05550  -0.375
C  1.60703  6.49956  -3.80347  -0.757
C  1.77454  5.35646  -3.03951  -0.156
H  0.41144  2.68821  -4.56074  0.550
H  -0.35715  1.25033  -3.83990  0.569
H  1.55614  -0.60773  -3.09558  0.107
H  3.27204  -2.01680  -4.13289  0.487
H  4.30017  -1.34995  -6.28990  0.387
H  3.57955  0.74100  -7.39497  0.367
H  1.86500  2.16827  -6.33748  0.456
H  3.26942  2.27042  -3.17052  0.352
H  3.11339  3.26964  -1.70500  0.675
H  3.72591  3.57326  -5.14560  0.447
H  3.42048  5.60663  -6.51300  0.375
H  2.06985  7.48947  -5.65192  0.377
H  1.01623  7.32167  -3.41996  0.382
H  1.31507  5.28104  -2.06113  0.483

Cartesian forces (eV/Å) of the 3 atoms listed first:
Sn -0.3 -0.1 -0.5
S 0.0 -0.2 0.1
C 0.1 0.1 0.0

Values of highest occupied orbital energy, in order: 0.5, -3.8, -3.5, all in eV.
Values of HOMO-LUMO gap, in order: 3.9, 6.4, 5.7, all in eV.